(1)
# C13H21NO

C13H21NO in the gas phase (ωB97M-V/def2-TZVPD, the Open Molecules 2025 dataset).

For the total energy, the calculation gives -17354.3718 eV. The calculation puts the lowest unoccupied orbital energy at 0.927 eV. Its HOMO energy is -8.73 eV. The value obtained for the frontier orbital gap is 0.35490 Eh. As for the spin multiplicity: 1.

Atoms and positions in Å:
C -1.299 1.733 -0.016
C -2.137 -0.369 0.348
C -1.197 3.027 -0.291
C 1.876 -0.061 -1.745
C 0.334 0.087 -1.739
C 2.234 -0.649 -0.279
C -0.064 0.078 -0.255
C 1.205 -0.016 0.654
C 3.710 -0.535 0.012
C 1.540 1.324 1.218
C 0.941 -1.050 1.805
C -4.175 -1.141 -0.714
C -3.325 -1.329 0.521
N -1.029 -0.832 -0.031
O -2.331 0.976 0.456
H -2.013 3.628 -0.203
H -0.296 3.329 -0.593
H 2.071 -0.616 -2.638
H 2.468 0.935 -1.740
H -0.015 1.128 -2.291
H -0.050 -0.767 -2.402
H 1.857 -1.618 -0.182
H 3.779 -0.780 1.089
H 4.227 0.489 0.016
H 4.363 -1.150 -0.699
H 2.395 1.336 1.775
H 0.889 1.848 1.894
H 1.861 1.954 0.494
H 0.141 -1.822 1.685
H 0.473 -0.574 2.661
H 1.966 -1.503 2.140
H -3.607 -1.025 -1.584
H -4.968 -0.469 -0.698
H -4.812 -2.066 -0.865
H -3.053 -2.444 0.684
H -3.958 -1.054 1.513

Atom charges from the natural (NBO) analysis, given in e for atoms 1 to 8:
1 C 0.322
2 C 0.583
3 C -0.553
4 C -0.407
5 C -0.456
6 C -0.205
7 C 0.233
8 C -0.093

(2)
# CH3N5O2

2 unconnected molecules or ions with the total composition CH3N5O2 (ωB97M-V/def2-TZVPD, the Open Molecules 2025 dataset).

As for the SMILES: [H]/N=N/[N+](=O)[O-].N#CN. For the total energy, the calculation gives -12623.9920 eV. The calculation puts the lowest unoccupied orbital energy at -1.531 eV. Its HOMO energy is -10.55 eV. The value obtained for the frontier orbital gap is 0.33128 Eh. As for the spin multiplicity: 1.

Atoms and positions in Å:
C 0.112 1.707 -0.825
N 0.492 1.725 -1.891
N -0.311 1.531 0.474
N 0.592 -0.498 0.771
N 0.785 -1.141 -0.283
N -0.467 -1.816 -0.362
O -0.603 -2.812 -0.973
O -1.421 -1.172 0.041
H -0.613 0.556 0.684
H -0.009 1.893 1.412
H 1.443 0.027 0.952

Atom charges from the natural (NBO) analysis, given in e for atoms 1 to 8:
1 C 0.410
2 N -0.353
3 N -0.869
4 N -0.277
5 N -0.022
6 N 0.570
7 O -0.294
8 O -0.394

(3)
# C60H104N16

16 unconnected molecules or ions with the total composition C60H104N16 (ωB97M-V/def2-TZVPD, the Open Molecules 2025 dataset).

For the total energy, the calculation gives -87743.9007 eV. The calculation puts the lowest unoccupied orbital energy at 0.127 eV. Its HOMO energy is -11.03 eV. The value obtained for the frontier orbital gap is 0.41008 Eh. As for the spin multiplicity: 1.

Atoms and positions in Å:
C 5.542 -0.198 0.381
C 5.258 -1.586 0.438
N 5.015 -2.725 0.565
H 6.374 -0.061 1.073
H 4.706 0.395 0.752
H 5.761 0.105 -0.642
C -3.251 -3.928 0.470
C -3.543 -2.508 0.641
N -3.849 -1.394 0.762
H -3.876 -4.290 -0.346
H -3.438 -4.492 1.384
H -2.194 -4.054 0.233
C -0.035 -7.353 2.179
C 0.995 -7.423 1.044
C 0.736 -6.389 -0.104
C 0.616 -5.002 0.337
N 0.516 -3.915 0.684
H -0.156 -6.429 2.744
H 0.025 -8.238 2.813
H -1.007 -7.447 1.696
H 0.984 -8.420 0.604
H 1.998 -7.382 1.469
H -0.143 -6.573 -0.723
H 1.624 -6.407 -0.736
C 0.335 2.018 -7.993
C 1.365 2.813 -7.160
C 1.816 2.223 -5.780
C 0.738 1.900 -4.801
N -0.126 1.620 -4.101
H 0.807 1.079 -8.280
H -0.029 2.449 -8.926
H -0.613 1.845 -7.485
H 0.953 3.789 -6.906
H 2.272 2.934 -7.752
H 2.546 2.871 -5.295
H 2.274 1.237 -5.861
C 0.583 -0.623 2.354
C -0.186 0.432 1.493
C -0.187 0.006 0.025
C 1.154 -0.188 -0.487
N 2.216 -0.427 -0.886
H 0.580 -0.279 3.388
H 1.613 -0.746 2.018
H 0.212 -1.647 2.299
H 0.194 1.452 1.552
H -1.204 0.585 1.852
H -0.728 0.653 -0.665
H -0.737 -0.935 0.027
C -2.171 6.949 -2.609
C -1.549 5.682 -2.032
C -1.016 4.644 -3.071
C 0.200 5.054 -3.812
N 1.180 5.316 -4.377
H -3.167 6.841 -3.039
H -1.467 7.324 -3.351
H -2.282 7.770 -1.900
H -2.156 5.109 -1.331
H -0.756 6.017 -1.364
H -1.803 4.479 -3.807
H -0.904 3.640 -2.660
C -1.657 5.558 5.005
C -0.941 5.196 3.609
C -1.381 3.916 2.934
C -1.287 2.747 3.762
N -1.209 1.855 4.445
H -0.955 6.068 5.664
H -1.912 4.652 5.554
H -2.610 6.079 4.912
H 0.117 5.055 3.830
H -0.989 5.989 2.863
H -0.876 3.584 2.028
H -2.423 4.124 2.690
C -0.662 -2.362 -2.500
C 0.292 -2.517 -3.708
C 1.438 -3.498 -3.570
C 1.071 -4.929 -3.451
N 0.814 -6.056 -3.412
H -1.236 -1.435 -2.503
H -0.084 -2.318 -1.577
H -1.401 -3.150 -2.351
H 0.679 -1.504 -3.819
H -0.319 -2.824 -4.557
H 1.972 -3.279 -2.645
H 2.182 -3.313 -4.346
C -1.512 -1.556 5.269
C -1.263 -2.984 5.404
C -1.706 -3.885 4.251
C -3.176 -3.969 4.295
N -4.338 -4.081 4.290
H -2.590 -1.390 5.277
H -1.316 -1.105 4.297
H -1.100 -0.955 6.079
H -1.697 -3.332 6.341
H -0.186 -3.104 5.523
H -1.353 -4.907 4.392
H -1.306 -3.617 3.273
C 1.934 0.541 6.477
C 2.720 1.844 6.292
C 3.360 2.120 4.925
C 4.339 1.154 4.381
N 5.113 0.412 3.980
H 1.434 0.344 5.528
H 1.335 0.511 7.387
H 2.659 -0.272 6.498
H 3.413 1.879 7.133
H 2.056 2.686 6.486
H 3.876 3.077 5.002
H 2.478 2.207 4.291
C 5.887 -3.690 -4.717
C 6.153 -2.627 -3.673
C 4.966 -1.667 -3.407
C 4.738 -0.653 -4.442
N 4.548 0.138 -5.259
H 5.697 -3.200 -5.672
H 4.970 -4.204 -4.427
H 6.782 -4.312 -4.723
H 7.004 -2.022 -3.986
H 6.449 -3.094 -2.733
H 5.244 -1.116 -2.508
H 4.037 -2.214 -3.245
C -3.818 -1.328 -4.469
C -3.335 -0.111 -5.334
C -2.364 -0.385 -6.441
C -2.389 -1.724 -6.993
N -2.422 -2.823 -7.419
H -4.169 -0.971 -3.500
H -3.065 -2.110 -4.369
H -4.619 -1.963 -4.848
H -2.962 0.734 -4.756
H -4.305 0.161 -5.751
H -1.306 -0.173 -6.287
H -2.685 0.326 -7.202
C 3.422 3.534 -0.860
C 2.191 4.406 -0.676
C 1.557 4.258 0.780
C 2.480 4.391 1.942
N 3.216 4.484 2.837
H 3.192 2.480 -0.709
H 4.248 3.886 -0.242
H 3.764 3.596 -1.893
H 1.456 4.136 -1.434
H 2.454 5.426 -0.958
H 1.060 3.288 0.817
H 0.753 4.986 0.890
C -5.183 3.527 -2.030
C -4.541 2.240 -2.533
C -3.851 1.399 -1.443
C -2.795 2.085 -0.702
N -2.019 2.741 -0.172
H -4.445 4.224 -1.634
H -5.905 3.406 -1.222
H -5.681 4.129 -2.790
H -3.880 2.381 -3.388
H -5.329 1.668 -3.023
H -3.370 0.489 -1.800
H -4.484 1.124 -0.599
C 2.539 -4.008 4.246
C 3.598 -4.055 3.110
C 4.410 -5.375 3.224
C 5.145 -5.468 4.530
N 5.731 -5.509 5.532
H 2.989 -3.835 5.223
H 1.968 -4.930 4.356
H 1.841 -3.213 3.986
H 4.159 -3.120 3.126
H 3.086 -3.985 2.151
H 5.114 -5.401 2.392
H 3.817 -6.289 3.168
C -5.756 1.015 2.772
C -5.855 2.538 2.461
C -6.610 3.321 3.540
C -5.983 3.336 4.906
N -5.438 3.436 5.914
H -6.720 0.557 2.994
H -5.107 0.896 3.640
H -5.325 0.501 1.914
H -6.269 2.634 1.457
H -4.835 2.919 2.414
H -7.627 2.960 3.693
H -6.626 4.392 3.336

Atom charges from the Löwdin analysis, given in e for atoms 1 to 8:
1 C -0.085
2 C -0.293
3 N 0.152
4 H 0.089
5 H 0.071
6 H 0.074
7 C -0.055
8 C -0.245

(4)
# C19H46O8

8 unconnected molecules or ions with the total composition C19H46O8 (ωB97M-V/def2-TZVPD, the Open Molecules 2025 dataset).

As for the SMILES: C1CCOC1.C1CCOC1.C1CCOC1.C1CCOC1.CC(C)O.O.O.O. For the total energy, the calculation gives -36828.0917 eV. The calculation puts the lowest unoccupied orbital energy at 0.413 eV. Its HOMO energy is -9.39 eV. The value obtained for the frontier orbital gap is 0.36030 Eh. As for the spin multiplicity: 1.

Atoms and positions in Å:
C 0.030 2.848 2.604
C -1.007 3.489 3.521
C -2.219 3.509 2.598
O -1.717 3.789 1.305
C -0.307 3.506 1.265
H -0.102 1.766 2.545
H 1.050 3.046 2.935
H -0.737 4.524 3.742
H -1.205 2.947 4.444
H -2.980 4.245 2.866
H -2.737 2.538 2.607
H 0.246 4.448 1.171
H -0.133 2.854 0.410
C 2.543 2.285 -4.309
C 2.099 3.318 -3.271
C 0.902 2.627 -2.649
O 0.280 1.916 -3.736
C 1.187 1.794 -4.829
H 3.101 1.448 -3.886
H 3.161 2.728 -5.090
H 1.750 4.203 -3.811
H 2.881 3.611 -2.574
H 0.198 3.324 -2.196
H 1.216 1.907 -1.886
H 0.858 2.391 -5.683
H 1.248 0.752 -5.146
C -3.612 -1.128 1.901
C -4.455 -2.241 1.259
C -4.394 -1.902 -0.222
O -4.458 -0.480 -0.234
C -3.556 -0.059 0.785
H -2.603 -1.473 2.128
H -4.062 -0.726 2.806
H -5.496 -2.121 1.563
H -4.111 -3.238 1.526
H -5.215 -2.284 -0.827
H -3.460 -2.198 -0.721
H -3.823 0.947 1.100
H -2.537 -0.025 0.378
C -0.627 -4.325 1.454
C -0.699 -3.553 0.122
C -0.632 -4.672 -0.908
O -1.304 -5.757 -0.296
C -0.772 -5.792 1.029
H -1.459 -4.014 2.090
H 0.274 -4.065 2.007
H 0.108 -2.831 0.007
H -1.648 -3.028 0.031
H 0.415 -4.942 -1.113
H -1.119 -4.442 -1.854
H 0.203 -6.291 0.985
H -1.469 -6.343 1.655
O -1.181 0.242 -2.032
H -2.121 0.451 -2.030
H -0.790 0.819 -2.707
O 0.169 -0.088 0.417
H -0.439 -0.030 -0.340
H 1.019 0.212 0.072
O 1.410 -1.569 2.420
H 0.878 -1.029 1.808
H 1.742 -0.957 3.081
C 4.377 -0.115 -1.281
C 3.701 0.043 0.075
C 4.682 0.311 1.191
O 2.722 1.117 -0.010
H 4.701 0.852 -1.677
H 3.659 -0.529 -1.993
H 5.249 -0.770 -1.261
H 3.086 -0.834 0.278
H 5.304 1.179 0.959
H 5.351 -0.542 1.333
H 4.192 0.453 2.154
H 3.192 1.955 -0.059

Atom charges from the Löwdin analysis, given in e for atoms 1 to 8:
1 C -0.168
2 C -0.165
3 C -0.224
4 O -0.138
5 C -0.188
6 H 0.102
7 H 0.109
8 H 0.114

(5)
# C17H15Br2N4O4SSn

A molecular structure, C17H15Br2N4O4SSn (ωB97M-V/def2-TZVPD, the Open Molecules 2025 dataset).

For the total energy, the calculation gives -188742.0356 eV. The calculation puts the lowest unoccupied orbital energy (alpha / beta) at -12.435 / -12.155 eV. Its HOMO energy (alpha / beta) is -17.81 / -17.70 eV. The value obtained for the frontier orbital gap (alpha / beta) is 0.19742 / 0.20380 Eh. As for the spin multiplicity: 1. As for the charge: +3.

Atoms and positions in Å:
Sn 0.299 0.625 0.479
Br 4.265 0.283 2.533
C 3.017 0.231 3.980
Br 1.157 0.102 3.341
H 3.096 1.140 4.566
H 3.199 -0.659 4.571
C 4.173 3.534 -2.447
N 4.079 2.085 -2.310
C 4.641 1.172 -3.129
C 4.306 -0.081 -2.657
N 3.541 0.087 -1.546
C 3.393 1.429 -1.330
S 2.593 2.168 -0.062
C 3.034 -0.986 -0.742
C 3.805 -2.125 -0.585
C 3.282 -3.190 0.132
C 2.000 -3.084 0.646
C 1.306 -1.905 0.443
N 1.807 -0.852 -0.220
H 4.661 3.772 -3.388
H 4.754 3.957 -1.629
H 3.181 3.979 -2.430
H 5.231 1.439 -3.992
H 4.533 -1.047 -3.076
H 4.805 -2.185 -0.994
H 3.861 -4.091 0.284
H 1.543 -3.898 1.190
H 0.285 -1.802 0.801
O -2.542 -1.618 1.522
C -2.769 -0.579 0.949
O -1.932 0.298 0.506
C -4.270 -0.235 0.691
C -5.239 -1.040 1.307
C -6.630 -0.785 1.088
C -6.970 0.244 0.266
C -6.018 1.057 -0.344
C -4.630 0.801 -0.123
N -8.448 0.513 -0.012
O -8.661 1.489 -0.686
O -9.207 -0.282 0.474
H -4.949 -1.871 1.939
H -7.371 -1.414 1.564
H -6.316 1.888 -0.972
H -3.896 1.433 -0.598

Atom charges from the natural (NBO) analysis, given in e for atoms 1 to 8:
1 Sn 1.478
2 Br 0.084
3 C -0.487
4 Br 0.073
5 H 0.265
6 H 0.264
7 C -0.428
8 N -0.251